Molecular formula: C16H42Li2N5O8
Method: DFT, wB97M-V/def2-TZVPD

The calculation puts the largest force on an atom at 9.3 eV Å⁻¹. As for the net charge: +1. For the total energy, the calculation gives -41498.816 eV.

```
73
Properties=species:S:1:pos:R:3:lowdin_charge:R:1
Li -3.186 0.275 6.031 0.925
Li 0.326 -4.282 3.760 0.860
C 0.952 0.396 2.700 -0.377
O 0.156 -0.411 3.589 -0.541
H 1.674 0.945 3.304 0.037
H 1.453 -0.066 1.850 0.032
H 0.301 1.101 2.182 0.034
C -1.511 3.635 8.800 -0.238
C -0.570 2.376 9.060 -0.242
O -1.327 1.222 9.212 -0.072
O -2.329 3.471 7.684 -0.071
H -1.044 4.612 8.918 0.122
H -2.142 3.564 9.686 0.107
H 0.083 2.550 9.915 0.124
H 0.023 2.296 8.149 0.111
H -0.811 0.502 9.582 0.093
H -2.925 4.196 7.482 0.096
C 5.503 2.728 7.854 -0.231
C 5.381 1.193 8.244 -0.257
O 6.623 0.645 8.356 -0.055
O 6.459 3.388 8.655 -0.075
H 4.572 3.258 8.057 0.101
H 5.640 2.938 6.794 0.111
H 4.703 0.758 7.509 0.115
H 4.987 1.030 9.247 0.111
H 7.279 1.226 8.746 0.090
H 6.494 4.332 8.481 0.091
C -1.089 8.147 2.202 -0.873
O -2.074 7.591 2.119 0.128
N -0.969 9.387 1.784 0.140
N 0.113 7.811 2.572 0.153
H -0.030 9.747 1.878 0.097
H -1.828 9.854 1.533 0.123
H 0.121 6.885 2.977 0.122
H 0.865 8.457 2.381 0.110
C 7.026 -2.088 -3.661 -0.786
O 7.641 -1.909 -4.670 0.065
N 6.230 -1.206 -3.191 0.143
N 7.270 -2.967 -2.670 0.142
H 5.653 -1.413 -2.388 0.105
H 6.053 -0.327 -3.655 0.129
H 8.028 -3.633 -2.634 0.114
H 6.522 -2.946 -1.991 0.088
C -1.385 -1.389 -5.445 -0.050
C -2.481 -2.469 -5.507 -0.485
C -3.792 -1.601 -5.768 -0.143
C -5.046 -2.410 -6.128 -0.173
C -4.692 -3.351 -7.326 -0.142
C -3.364 -4.234 -7.173 -0.431
N -2.241 -3.400 -6.577 -0.125
O -1.100 -4.076 -6.376 -0.002
C -3.807 -5.502 -6.373 -0.035
C -3.102 -4.570 -8.619 -0.047
C -2.618 -3.075 -4.065 -0.027
H -0.475 -1.821 -5.028 0.076
H -1.183 -0.899 -6.397 0.090
H -1.631 -0.598 -4.737 0.079
H -4.146 -1.001 -4.930 0.113
H -3.628 -0.921 -6.603 0.116
H -5.164 -3.153 -5.340 0.087
H -5.851 -1.727 -6.400 0.115
H -4.853 -2.858 -8.285 0.103
H -5.596 -3.959 -7.372 0.108
H -4.249 -6.277 -6.999 0.073
H -4.620 -5.279 -5.681 0.069
H -3.074 -6.175 -5.929 0.073
H -3.765 -5.413 -8.813 0.083
H -2.125 -5.049 -8.670 0.085
H -3.189 -3.657 -9.209 0.089
H -3.528 -3.664 -3.954 0.065
H -1.849 -3.809 -3.822 0.066
H -2.630 -2.292 -3.307 0.082
H -1.113 -4.640 -5.600 0.086
```

Molecular formula: C16H43KO18S4V
Method: DFT, wB97M-V/def2-TZVPD

The calculation puts the largest force on an atom at 4.8 eV Å⁻¹. As for the net charge: +1. For the total energy, the calculation gives -139482.121 eV.

```
83
Properties=species:S:1:pos:R:3:lowdin_charge:R:1
K 1.377 2.667 -6.533 0.953
O 0.290 6.595 -1.655 -0.262
V -1.067 5.795 -2.058 1.220
O -2.191 6.573 -1.248 -0.237
C 0.910 0.540 -0.321 -0.004
C 0.472 1.871 -0.911 -0.799
O -0.272 2.552 -0.226 -0.023
O 0.814 2.378 -2.013 -0.128
H 1.763 0.140 -0.869 0.068
H 0.129 -0.206 -0.177 0.080
H 1.328 0.888 0.624 0.079
C -4.807 3.330 -2.939 -0.131
O -3.455 3.509 -3.374 -0.155
H -5.406 2.735 -3.628 0.086
H -4.785 2.788 -1.993 0.077
H -5.299 4.267 -2.677 0.085
H -3.138 2.689 -3.760 0.073
C 1.426 -2.262 -4.904 -0.161
O 0.753 -1.610 -5.954 -0.132
H 1.885 -3.212 -5.177 0.085
H 2.193 -1.581 -4.535 0.079
H 0.668 -2.548 -4.176 0.084
H 1.452 -1.554 -6.610 0.065
O -4.545 2.162 5.255 -0.316
S -4.761 1.157 4.192 0.699
O -5.587 0.000 4.510 -0.296
O -5.358 1.880 2.789 -0.270
C -4.819 3.163 2.422 -0.306
C -5.884 4.207 2.337 -0.082
C -3.115 0.482 3.592 -0.087
H -4.220 3.038 1.520 0.118
H -4.243 3.567 3.255 0.106
H -6.418 4.296 3.282 0.089
H -6.720 3.906 1.706 0.076
H -5.464 5.150 1.986 0.083
H -2.639 0.205 4.532 0.062
H -2.509 1.207 3.049 0.063
H -3.353 -0.453 3.084 0.062
O -1.104 -5.561 -2.873 -0.314
S -2.399 -5.553 -3.555 0.689
O -3.406 -6.576 -3.343 -0.288
O -3.070 -4.059 -3.173 -0.297
C -2.983 -3.593 -1.811 -0.258
C -3.915 -2.373 -1.646 -0.067
C -2.212 -5.289 -5.391 -0.093
H -1.943 -3.408 -1.544 0.109
H -3.343 -4.357 -1.122 0.120
H -4.218 -2.252 -0.606 0.076
H -4.875 -2.556 -2.129 0.074
H -3.630 -1.427 -2.107 0.063
H -1.314 -4.695 -5.564 0.054
H -3.069 -4.721 -5.754 0.061
H -2.328 -6.216 -5.952 0.069
O 0.448 -4.200 2.298 -0.302
S 1.648 -4.713 2.923 0.670
O 1.537 -5.791 3.893 -0.294
O 2.766 -5.165 1.777 -0.260
C 2.848 -4.377 0.607 -0.321
C 3.802 -4.971 -0.432 -0.056
C 2.650 -3.339 3.777 -0.077
H 3.229 -3.369 0.774 0.112
H 1.850 -4.340 0.170 0.109
H 3.595 -4.423 -1.351 0.076
H 3.582 -6.039 -0.440 0.087
H 4.811 -4.727 -0.101 0.078
H 2.119 -3.065 4.689 0.065
H 2.668 -2.538 3.037 0.047
H 3.657 -3.734 3.912 0.066
O 7.394 2.104 1.630 -0.305
S 5.950 2.145 1.924 0.718
O 5.187 0.898 2.057 -0.305
O 5.675 3.119 3.297 -0.296
C 6.516 4.249 3.474 -0.288
C 5.665 5.293 4.213 -0.060
C 5.131 3.340 0.787 -0.109
H 6.761 4.569 2.462 0.095
H 7.442 4.015 4.000 0.125
H 5.358 4.930 5.194 0.080
H 4.743 5.620 3.732 0.074
H 6.306 6.166 4.337 0.078
H 5.972 3.933 0.428 0.056
H 4.336 3.980 1.171 0.075
H 4.762 2.759 -0.058 0.060
```

Molecular formula: C16H43N2O13P4S
Method: DFT, wB97M-V/def2-TZVPD

The calculation puts the largest force on an atom at 3.6 eV Å⁻¹. As for the net charge: +1. For the total energy, the calculation gives -94875.687 eV.

```
79
Properties=species:S:1:pos:R:3:lowdin_charge:R:1
N -4.150 -1.940 -2.210 0.025
C -2.881 -2.379 -2.780 -0.230
C -1.944 -1.188 -2.970 -0.343
O -1.958 -0.336 -1.831 -0.037
C -0.495 -1.579 -3.313 -0.039
N 0.118 -2.521 -2.369 -0.033
C 0.679 -2.160 -1.277 0.021
C 1.147 -3.320 -0.487 -0.440
P 2.766 -3.190 0.361 0.407
S 2.713 -1.777 1.677 0.274
C 0.700 -4.580 -1.290 -0.096
C 0.164 -3.975 -2.591 -0.087
H -4.834 -2.685 -2.289 0.084
H -4.062 -1.783 -1.213 0.074
H -3.073 -2.834 -3.752 0.133
H -2.413 -3.136 -2.128 0.105
H -2.303 -0.586 -3.805 0.157
H -1.988 -0.872 -1.026 0.103
H -0.522 -2.081 -4.280 0.148
H 0.096 -0.669 -3.355 0.147
H 0.734 -1.114 -0.994 0.167
H 0.493 -3.304 0.398 0.125
H 2.916 -4.450 0.954 -0.002
H 3.779 -3.027 -0.592 -0.005
H 1.475 -5.316 -1.460 0.123
H -0.127 -4.985 -0.714 0.124
H 0.897 -4.144 -3.386 0.146
H -0.764 -4.373 -2.990 0.132
C -1.903 2.465 -2.698 -0.071
O -2.252 3.308 -3.815 -0.207
P -2.306 4.901 -3.703 0.338
O -3.642 5.388 -4.023 -0.214
O -1.205 5.240 -4.813 -0.228
C -1.448 4.838 -6.160 -0.103
O -1.585 5.702 -2.572 -0.201
C -2.401 6.201 -1.486 -0.067
H -1.969 1.448 -3.046 0.044
H -0.883 2.667 -2.361 0.095
H -2.599 2.603 -1.869 0.097
H -2.512 4.866 -6.395 0.087
H -1.056 3.835 -6.332 0.081
H -0.921 5.538 -6.803 0.089
H -3.093 5.448 -1.115 0.088
H -2.951 7.072 -1.830 0.095
H -1.718 6.491 -0.696 0.078
C 3.195 5.423 -1.243 -0.069
O 3.525 4.375 -0.307 -0.206
P 2.660 4.160 1.005 0.332
O 3.461 4.320 2.213 -0.212
O 2.218 2.636 0.747 -0.237
C 3.244 1.649 0.709 -0.132
O 1.195 4.687 1.119 -0.204
C 0.983 5.891 1.896 -0.066
H 3.931 5.384 -2.040 0.089
H 2.202 5.271 -1.667 0.087
H 3.245 6.400 -0.762 0.090
H 4.069 1.904 1.374 0.091
H 3.619 1.525 -0.310 0.085
H 2.791 0.719 1.041 -0.022
H 1.711 6.663 1.659 0.089
H 1.037 5.642 2.953 0.094
H -0.013 6.241 1.655 0.080
C 1.884 -3.948 4.408 -0.106
O 0.773 -4.827 4.655 -0.216
P 0.061 -4.871 6.086 0.338
O 0.146 -6.205 6.669 -0.213
O -1.416 -4.472 5.609 -0.226
C -2.100 -5.342 4.716 -0.112
O 0.186 -3.690 7.095 -0.197
C 1.099 -3.834 8.213 -0.061
H 2.202 -4.106 3.383 0.027
H 1.586 -2.905 4.524 0.080
H 2.717 -4.172 5.075 0.094
H -1.825 -6.384 4.887 0.087
H -1.883 -5.067 3.680 0.074
H -3.165 -5.218 4.898 0.088
H 2.060 -4.238 7.905 0.086
H 0.644 -4.484 8.956 0.095
H 1.235 -2.841 8.628 0.091
```

Molecular formula: C16H44Cl5O16
Method: DFT, wB97M-V/def2-TZVPD

The calculation puts the largest force on an atom at 8.1 eV Å⁻¹. As for the net charge: -1. For the total energy, the calculation gives -112652.605 eV.

```
81
Properties=species:S:1:pos:R:3:lowdin_charge:R:1
Cl 0.080 0.328 -0.320 0.973
O -1.156 0.628 -0.998 -0.318
O 1.218 0.237 -1.239 -0.354
O 0.430 1.402 0.630 -0.280
O -0.176 -0.933 0.322 -0.320
C 1.254 3.922 -0.836 -0.512
C 1.057 4.158 0.596 -0.167
O -0.197 3.581 1.041 -0.081
O 0.300 4.775 -1.427 -0.069
H 1.042 2.870 -1.024 0.018
H 2.292 4.137 -1.090 0.089
H 1.147 5.220 0.825 0.135
H 1.764 3.707 1.292 0.097
H -0.098 2.631 0.948 -0.030
H -0.505 4.577 -0.945 0.085
C 3.324 0.822 0.137 -0.139
C 2.948 1.750 1.425 -0.233
O 3.867 2.759 1.520 -0.061
O 2.991 1.470 -1.125 -0.182
H 2.770 -0.115 0.097 0.062
H 4.344 0.446 0.055 0.117
H 3.101 1.175 2.338 0.116
H 1.905 2.063 1.379 0.064
H 4.188 3.032 0.657 0.089
H 2.182 0.998 -1.340 -0.141
C 1.443 -1.620 2.557 -0.163
C 1.419 -3.022 1.932 -0.099
O 0.351 -3.233 0.926 -0.134
O 1.737 -0.588 1.632 -0.145
H 2.217 -1.560 3.322 0.132
H 0.453 -1.425 2.970 0.100
H 1.375 -3.829 2.663 0.126
H 2.335 -3.190 1.365 0.106
H 0.511 -2.795 0.087 0.013
H 1.060 -0.628 0.952 -0.054
C -1.939 -1.675 2.046 -0.199
C -2.521 -2.388 3.265 -0.213
O -1.682 -3.358 3.896 -0.061
O -1.701 -2.716 1.106 -0.210
H -1.027 -1.178 2.374 0.091
H -2.540 -0.864 1.634 0.099
H -3.477 -2.884 3.099 0.116
H -2.749 -1.685 4.066 0.115
H -1.388 -3.827 3.111 0.067
H -0.888 -2.443 0.676 -0.026
C 0.258 -2.800 -1.968 -0.285
C 1.591 -3.005 -1.403 -0.221
O 1.942 -2.041 -0.459 -0.114
O 0.196 -1.520 -2.617 -0.091
H -0.444 -2.802 -1.134 -0.010
H 0.150 -3.506 -2.791 0.137
H 2.316 -2.945 -2.214 0.144
H 1.598 -3.971 -0.899 0.143
H 2.832 -2.276 -0.186 0.122
H 0.549 -0.853 -2.023 -0.019
C -2.934 1.497 0.414 -0.211
C -2.276 1.419 1.827 -0.222
O -2.003 2.768 2.164 -0.043
O -4.311 1.938 0.548 -0.062
H -2.906 0.643 -0.262 0.079
H -2.413 2.220 -0.215 0.111
H -1.353 0.861 1.669 0.072
H -2.847 0.824 2.539 0.117
H -1.250 2.937 1.593 -0.054
H -4.782 1.527 -0.182 0.070
Cl -1.583 0.642 -4.300 0.654
C -0.571 1.851 -3.506 -0.611
C 0.960 1.496 -3.339 -0.449
Cl 1.791 2.994 -2.733 0.859
H -1.071 2.142 -2.582 0.048
H -0.618 2.694 -4.194 0.057
H 1.338 1.432 -4.360 0.067
H 1.208 0.535 -2.887 0.055
Cl -2.095 -4.046 -1.507 0.700
C -2.123 -2.332 -1.006 -0.627
C -2.371 -1.350 -2.131 -0.682
Cl -3.525 -1.872 -3.402 0.517
H -1.269 -2.100 -0.370 0.010
H -2.994 -2.227 -0.359 0.099
H -1.357 -1.156 -2.482 -0.018
H -2.695 -0.351 -1.839 0.035
```

Molecular formula: C16H44O6
Method: DFT, wB97M-V/def2-TZVPD

The calculation puts the largest force on an atom at 1.8 eV Å⁻¹. As for the net charge: 0. For the total energy, the calculation gives -29588.381 eV. The SMILES is CCOCC.CCOCC.CCO.CCO.CCO.CCO.

```
66
Properties=species:S:1:pos:R:3:nbo_charge:R:1
C -3.231 -2.118 2.232 -0.628
C -2.337 -2.590 1.093 -0.062
O -0.974 -2.563 1.564 -0.551
C -0.066 -2.855 0.540 -0.056
C 1.394 -2.633 1.025 -0.626
H -3.234 -2.737 3.129 0.217
H -2.991 -1.081 2.466 0.211
H -4.254 -1.980 1.883 0.215
H -2.621 -3.563 0.693 0.168
H -2.426 -1.938 0.224 0.163
H -0.152 -3.868 0.148 0.162
H -0.288 -2.148 -0.258 0.159
H 2.087 -2.821 0.204 0.210
H 1.678 -3.251 1.877 0.215
H 1.537 -1.583 1.280 0.206
C 2.609 2.103 5.097 -0.617
C 1.944 1.131 4.134 -0.054
O 1.092 0.273 4.838 -0.544
C 0.286 -0.566 4.106 -0.053
C -0.719 -1.234 5.004 -0.621
H 3.315 1.568 5.732 0.209
H 3.262 2.793 4.563 0.206
H 1.886 2.702 5.650 0.213
H 1.398 1.742 3.415 0.156
H 2.732 0.551 3.653 0.159
H -0.256 0.008 3.355 0.152
H 0.845 -1.364 3.617 0.161
H -1.325 -0.502 5.539 0.203
H -0.199 -1.747 5.812 0.207
H -1.399 -1.940 4.527 0.219
C 3.250 0.057 -1.975 -0.639
C 2.934 1.286 -2.784 -0.075
O 2.547 2.268 -1.851 -0.749
H 3.841 -0.599 -2.614 0.213
H 2.331 -0.466 -1.710 0.219
H 3.851 0.257 -1.088 0.215
H 2.261 1.123 -3.625 0.192
H 3.813 1.744 -3.238 0.158
H 3.320 2.837 -1.858 0.491
C -2.531 3.403 -3.068 -0.640
C -1.913 2.600 -4.161 -0.065
O -1.492 1.358 -3.639 -0.770
H -1.772 3.840 -2.419 0.207
H -3.181 2.807 -2.428 0.215
H -3.193 4.216 -3.367 0.209
H -1.068 3.119 -4.613 0.163
H -2.720 2.452 -4.879 0.177
H -0.858 1.520 -2.936 0.506
C -1.555 1.147 0.396 -0.634
C -0.098 1.215 -0.065 -0.056
O -0.042 1.789 -1.348 -0.770
H -2.106 0.476 -0.263 0.211
H -1.956 2.160 0.419 0.215
H -1.742 0.723 1.383 0.215
H 0.402 0.246 -0.065 0.155
H 0.513 1.807 0.617 0.161
H 0.895 1.920 -1.510 0.504
C 0.352 -1.427 -3.260 -0.642
C -0.787 -1.834 -4.175 -0.057
O -1.099 -0.828 -5.109 -0.750
H 0.058 -0.509 -2.751 0.205
H 1.329 -1.291 -3.723 0.201
H 0.537 -2.254 -2.575 0.200
H -1.676 -2.079 -3.593 0.148
H -0.590 -2.807 -4.624 0.167
H -1.449 -0.065 -4.642 0.498
```

Molecular formula: C16H45GaNO9
Method: DFT, wB97M-V/def2-TZVPD

The calculation puts the largest force on an atom at 0.2 eV Å⁻¹. As for the net charge: -1. For the total energy, the calculation gives -89611.793 eV.

```
72
Properties=species:S:1:pos:R:3:lowdin_charge:R:1
N -1.371 2.379 2.472 -0.172
Ga -2.839 3.632 2.226 0.141
O -4.387 2.571 1.995 -0.402
H -1.600 1.401 2.328 -0.074
H -0.573 2.560 1.872 -0.070
H -2.602 4.541 0.904 -0.122
H -3.064 4.510 3.558 -0.105
H -4.169 1.638 1.993 -0.063
C 2.199 -1.510 0.089 -0.105
O 0.939 -1.543 -0.553 -0.201
C -0.074 -0.831 0.145 -0.192
C -0.299 0.558 -0.416 -0.194
O 0.863 1.364 -0.290 -0.185
C 1.600 1.488 -1.481 -0.115
H 2.931 -1.882 -0.628 0.068
H 2.471 -0.500 0.404 0.093
H 2.219 -2.163 0.970 0.085
H 0.179 -0.753 1.208 0.129
H -1.003 -1.403 0.060 0.125
H -1.104 1.036 0.147 0.107
H -0.595 0.497 -1.470 0.126
H 1.059 2.083 -2.227 0.092
H 1.836 0.513 -1.923 0.059
H 2.528 2.004 -1.234 0.090
C 5.667 -7.073 0.304 -0.115
O 4.353 -7.089 -0.215 -0.186
C 3.421 -6.370 0.575 -0.203
C 3.188 -4.966 0.054 -0.210
O 4.361 -4.175 0.119 -0.198
C 4.940 -3.934 -1.147 -0.105
H 6.314 -7.518 -0.451 0.087
H 6.007 -6.057 0.522 0.082
H 5.737 -7.668 1.222 0.086
H 3.758 -6.323 1.617 0.126
H 2.475 -6.918 0.551 0.125
H 2.412 -4.488 0.659 0.117
H 2.819 -5.014 -0.976 0.130
H 4.342 -3.217 -1.718 0.061
H 5.034 -4.850 -1.739 0.091
H 5.929 -3.507 -0.986 0.092
C -7.472 5.661 6.304 -0.110
O -8.348 6.410 5.478 -0.192
C -7.765 7.592 4.963 -0.217
C -7.128 7.413 3.593 -0.229
O -6.023 6.548 3.625 -0.194
C -6.281 5.258 3.080 -0.105
H -7.962 4.710 6.505 0.087
H -6.509 5.482 5.825 0.085
H -7.300 6.181 7.254 0.084
H -7.009 7.977 5.660 0.123
H -8.564 8.336 4.883 0.118
H -6.793 8.401 3.255 0.120
H -7.887 7.059 2.884 0.123
H -6.362 5.301 1.989 0.094
H -7.211 4.848 3.488 0.085
H -5.450 4.604 3.329 0.034
C 2.732 -3.447 -6.517 -0.118
O 1.973 -2.335 -6.089 -0.187
C 1.628 -2.380 -4.715 -0.193
C 2.545 -1.525 -3.863 -0.195
O 3.886 -1.991 -3.896 -0.207
C 4.737 -1.253 -4.748 -0.109
H 3.066 -3.234 -7.532 0.087
H 3.601 -3.619 -5.876 0.082
H 2.125 -4.359 -6.530 0.087
H 1.647 -3.413 -4.350 0.127
H 0.606 -2.006 -4.611 0.129
H 2.196 -1.563 -2.826 0.099
H 2.496 -0.482 -4.196 0.128
H 4.941 -0.257 -4.339 0.089
H 4.309 -1.138 -5.747 0.085
H 5.675 -1.803 -4.817 0.088
```

> Among the records above, which one has the lowest total energy?

C16H43KO18S4V